(1)
C30H42N4OP2Ti as an isolated structure. Source: OMol25; level of theory: the ωB97M-V functional and the def2-TZVPD basis.

Values from the calculation:
**Energy relative to the best compared isomer or geometry (same formula, charge and spin)**: 0.0 kcal/mol
**Calculated total energy**: -81487.627 eV
**Expectation value of S²**: 2.0109
**Spin multiplicity**: 3
**Lowest unoccupied orbital energy (alpha / beta)**: 0.32 / -0.15 eV
**Orbital gap (alpha / beta)**: 6.36 / 7.99 eV
**HOMO (alpha / beta)**: -6.04 / -8.14 eV

The geometry in XYZ format:
```
80
Properties=species:S:1:pos:R:3:forces:R:3:mulliken_spin:R:1
Ti -0.175 0.747 2.360 1.784 -1.352 2.099 1.5957
C -1.770 1.820 -4.826 -0.850 -0.297 -0.063 0.0004
C -1.887 0.535 -4.471 -0.402 0.573 -0.715 0.0001
C -1.096 -0.584 -5.069 0.255 -0.504 -0.241 0.0000
C 0.385 -0.277 -5.410 -0.446 -0.093 -0.316 -0.0001
C 1.065 0.566 -4.375 0.902 -0.300 0.338 -0.0007
C 1.129 1.897 -4.397 0.543 -0.068 -0.638 0.0008
C 0.516 2.724 -5.504 -0.269 0.413 -0.098 0.0001
C -0.925 2.340 -5.945 0.525 0.219 -0.213 0.0001
C 1.595 1.004 3.629 0.596 0.095 0.241 -0.0120
H -2.418 2.590 -4.396 0.069 -0.445 0.086 0.0003
H -2.737 0.200 -3.879 0.276 0.336 0.359 -0.0007
H -1.619 -0.909 -5.982 0.172 -0.069 0.096 0.0000
H -1.107 -1.460 -4.407 -0.144 0.199 0.050 0.0002
H 0.919 -1.234 -5.532 -0.167 0.356 0.104 0.0000
H 0.421 0.218 -6.384 0.159 -0.096 0.159 0.0000
H 1.643 -0.025 -3.644 -0.300 0.604 -0.086 0.0004
H 1.812 2.457 -3.749 -0.423 -0.405 0.212 0.0001
H 1.172 2.690 -6.387 -0.073 0.011 0.161 0.0000
H 0.480 3.782 -5.210 0.183 -0.235 0.123 0.0000
H -1.405 3.246 -6.354 0.180 -0.387 0.138 0.0000
H -0.882 1.620 -6.771 -0.120 0.137 0.226 0.0000
H 1.165 1.588 4.461 -0.007 -0.013 -0.246 -0.0216
H 2.499 1.531 3.314 0.022 -0.019 0.088 0.0142
H 1.933 0.053 4.091 -0.336 0.329 -0.288 0.0157
P 1.662 -0.217 0.992 2.797 0.478 -0.378 0.0765
P -1.077 -0.962 0.912 -2.512 -0.130 -0.254 0.1703
N 2.924 0.897 0.388 -0.188 0.339 0.214 -0.0020
N 2.849 -1.511 1.553 -0.334 0.441 0.277 0.0206
N -1.965 0.337 0.133 0.808 0.338 -0.909 0.0180
N -2.520 -1.922 1.270 0.473 -0.489 0.601 -0.0010
C 1.166 -0.959 -0.598 -0.044 -0.509 -0.515 0.0671
C -0.152 -1.744 -0.440 -0.275 -0.394 -0.366 -0.0965
C 3.045 2.229 0.812 0.923 -0.409 -0.989 0.0510
C 4.094 2.811 0.113 -0.700 -0.097 0.268 0.0291
C 4.632 1.835 -0.779 -0.858 -1.152 0.319 0.0037
C 3.902 0.661 -0.583 0.043 1.005 0.325 -0.0033
C 3.836 -1.342 2.531 -0.026 -0.704 -0.178 0.0081
C 4.571 -2.518 2.636 -0.765 0.564 -0.537 0.0034
C 4.036 -3.448 1.684 -1.001 1.176 0.118 0.0015
C 2.967 -2.808 1.068 0.399 -0.136 -0.001 -0.0048
C -1.831 1.659 0.623 -1.034 -0.347 -0.856 0.0221
C -2.312 2.497 -0.380 0.603 -0.117 0.600 -0.0058
C -2.606 1.724 -1.528 0.305 -1.328 0.514 0.0155
C -2.347 0.394 -1.201 -0.278 1.411 0.787 0.0126
C -3.712 -2.083 0.566 -0.412 -0.506 0.462 0.0018
C -4.576 -2.881 1.315 1.173 0.547 -0.228 -0.0003
C -3.889 -3.230 2.529 0.846 0.518 -0.503 0.0027
C -2.639 -2.626 2.474 -0.825 -0.370 -0.395 0.0029
H 1.958 -1.587 -1.019 -0.163 0.059 0.024 -0.0013
H 1.030 -0.129 -1.307 -0.077 -0.027 0.331 0.0295
H -0.733 -1.740 -1.375 0.235 -0.170 0.290 0.0119
H -0.005 -2.797 -0.130 0.064 0.444 -0.145 -0.0067
H 2.401 2.628 1.576 -0.077 -0.022 -0.061 0.0002
H 4.412 3.850 0.200 -0.106 -0.434 0.054 0.0001
H 5.444 1.955 -1.489 -0.179 -0.019 0.230 0.0006
H 3.986 -0.315 -1.034 0.100 0.074 0.010 -0.0005
H 3.914 -0.415 3.089 0.011 -0.215 -0.246 0.0001
H 5.390 -2.705 3.315 -0.064 0.143 -0.076 0.0001
H 4.351 -4.460 1.508 0.030 -0.087 -0.049 0.0002
H 2.283 -3.163 0.302 0.304 -0.024 0.257 -0.0017
H -1.674 1.856 1.713 -0.671 0.346 -0.988 -0.0036
H -2.419 3.570 -0.333 0.064 -0.033 0.199 -0.0003
H -2.934 2.068 -2.495 -0.026 0.059 0.264 -0.0003
H -2.419 -0.509 -1.779 0.005 0.032 -0.094 -0.0036
H -3.847 -1.602 -0.395 -0.084 -0.159 0.293 0.0004
H -5.572 -3.196 1.031 0.181 0.155 -0.021 0.0000
H -4.264 -3.863 3.331 0.169 0.303 -0.251 0.0001
H -1.820 -2.638 3.178 -0.062 0.078 -0.036 0.0056
C -0.903 0.276 6.321 0.167 0.156 0.185 0.0011
C -1.535 -0.400 5.113 0.580 0.244 -0.868 -0.0012
C -3.022 -0.184 5.112 -0.621 0.361 0.160 -0.0058
O -0.990 0.085 3.859 -1.318 -0.202 1.555 -0.0131
H -1.055 1.366 6.279 0.111 -0.296 -0.026 0.0016
H 0.162 0.054 6.399 0.031 0.170 -0.178 -0.0008
H -1.357 -0.092 7.254 -0.035 0.056 -0.315 -0.0006
H -1.329 -1.478 5.178 0.074 0.087 -0.095 -0.0003
H -3.223 0.872 4.890 -0.034 -0.166 0.091 0.0008
H -3.520 -0.791 4.367 -0.057 -0.091 -0.282 0.0012
H -3.477 -0.426 6.084 0.201 0.063 -0.161 -0.0002
```
Positions in Å, forces in eV/Å.


(2)
C30H43Cl3NPPd as an isolated structure. Source: OMol25; level of theory: the ωB97M-V functional and the def2-TZVPD basis.

Values from the calculation:
**Energy relative to the best compared isomer or geometry (same formula, charge and spin)**: 14.7 kcal/mol
**Calculated total energy**: -83631.565 eV
**Expectation value of S²**: 6.0467
**Spin multiplicity**: 5
**Lowest unoccupied orbital energy (alpha / beta)**: 0.42 / -3.59 eV
**Orbital gap (alpha / beta)**: 6.25 / 4.31 eV
**HOMO (alpha / beta)**: -5.83 / -7.90 eV

The geometry in XYZ format:
```
79
Properties=species:S:1:pos:R:3:forces:R:3:mulliken_spin:R:1
P 0.058 -0.736 -0.972 -0.388 0.155 -3.433 0.3317
C 1.624 -0.103 -1.844 0.388 -0.003 1.524 0.1157
C 1.903 -0.471 -3.311 -0.518 -0.224 -0.272 0.0187
C 3.316 -0.029 -3.709 0.195 0.044 0.311 0.0085
C 3.589 1.452 -3.427 -0.112 0.068 -0.032 -0.0003
C 3.223 1.851 -1.994 0.014 -0.205 0.055 0.0037
C 1.810 1.399 -1.594 0.098 0.219 -0.009 0.0581
C -1.365 0.131 -1.861 -0.289 0.026 1.364 0.1092
C -1.279 0.314 -3.377 0.449 -0.046 -0.173 0.0115
C -2.598 0.897 -3.895 -0.181 -0.052 0.238 0.0091
C -2.988 2.198 -3.187 0.096 0.144 0.024 -0.0001
C -2.944 2.084 -1.657 -0.051 -0.142 -0.010 0.0028
C -1.644 1.456 -1.143 -0.170 0.253 0.042 0.0181
C -0.078 -2.410 -1.786 0.006 -0.388 0.800 0.0954
C 1.124 -3.284 -1.392 -0.002 -0.200 0.126 0.0311
C 1.027 -4.708 -1.955 -0.114 0.042 -0.065 -0.0002
C -0.307 -5.386 -1.624 0.007 0.102 0.162 0.0007
C -1.506 -4.510 -1.999 0.133 0.106 -0.070 -0.0024
C -1.415 -3.081 -1.440 -0.099 -0.219 0.166 0.0023
H 2.378 -0.625 -1.225 0.059 0.256 -0.193 0.0070
H 1.170 0.004 -3.975 0.260 -0.074 0.172 -0.0005
H 1.809 -1.552 -3.475 0.068 0.226 0.030 0.0011
H 3.487 -0.251 -4.769 -0.071 -0.003 0.166 0.0032
H 4.033 -0.631 -3.136 -0.028 0.032 -0.074 -0.0003
H 4.649 1.665 -3.608 -0.156 -0.009 -0.004 0.0002
H 3.024 2.073 -4.135 -0.022 -0.084 0.052 0.0001
H 3.937 1.390 -1.298 -0.084 0.088 -0.048 0.0009
H 3.307 2.937 -1.872 0.017 -0.167 0.019 0.0003
H 1.648 1.616 -0.527 0.010 0.002 -0.241 -0.0210
H 1.070 1.972 -2.175 0.165 -0.160 0.104 -0.0019
H -2.224 -0.532 -1.659 0.211 0.209 0.091 -0.0004
H -3.387 0.153 -3.726 0.022 0.031 -0.052 -0.0011
H -1.077 -0.641 -3.884 -0.036 0.219 0.084 -0.0040
H -0.452 0.994 -3.626 -0.271 -0.061 0.072 0.0019
H -2.534 1.054 -4.978 0.017 -0.031 0.159 0.0015
H -3.996 2.493 -3.502 0.153 -0.004 0.017 0.0003
H -2.315 3.003 -3.508 0.008 -0.083 0.013 0.0000
H -3.081 3.071 -1.201 -0.018 -0.164 -0.068 0.0005
H -3.783 1.458 -1.323 0.081 0.070 0.001 0.0000
H -1.719 1.260 -0.061 0.012 0.222 -0.365 -0.0161
H -0.805 2.147 -1.306 -0.208 -0.103 0.064 -0.0102
H -0.056 -2.215 -2.872 0.040 0.157 0.292 0.0168
H 2.069 -2.833 -1.728 -0.248 -0.048 0.121 -0.0030
H 1.171 -3.328 -0.293 0.008 -0.038 -0.156 -0.0006
H 1.147 -4.676 -3.047 0.004 0.036 0.096 -0.0006
H 1.856 -5.306 -1.561 -0.088 0.083 -0.106 -0.0002
H -0.342 -5.610 -0.549 0.005 0.060 -0.083 0.0003
H -0.374 -6.347 -2.147 0.007 0.119 0.100 0.0001
H -2.435 -4.971 -1.648 0.102 0.053 -0.100 0.0002
H -1.568 -4.451 -3.095 -0.028 -0.014 0.082 -0.0003
H -2.255 -2.499 -1.844 0.231 -0.145 0.125 0.0017
H -1.537 -3.085 -0.346 0.007 -0.072 -0.180 0.0005
Pd -0.047 0.205 3.075 0.361 -0.925 -0.589 1.4383
Cl -2.004 -0.516 1.837 -0.119 -0.468 -0.621 0.2565
Cl 2.164 0.375 2.201 0.470 -0.156 -0.261 0.1427
C -0.448 1.793 4.177 -0.287 1.126 1.680 1.0473
H -0.636 1.461 5.214 -0.261 0.657 -0.346 0.0419
C -0.526 3.149 3.757 -0.040 -0.121 0.187 -0.2631
C -1.205 4.219 4.450 0.403 -0.535 -0.581 0.2128
C -1.329 5.455 3.832 0.191 -0.046 -0.150 -0.1120
C -0.755 5.682 2.568 -0.082 -0.133 -0.001 0.2105
C -0.045 4.668 1.914 0.047 -0.033 0.091 -0.1142
C 0.092 3.428 2.509 -0.333 0.232 0.002 0.2501
H -1.635 4.027 5.434 0.048 0.048 -0.290 0.0028
H -1.881 6.269 4.311 0.219 -0.309 -0.070 -0.0044
H 0.407 4.827 0.932 -0.119 0.163 0.299 -0.0064
H 0.673 2.621 2.053 -0.198 0.374 -0.002 -0.0016
H -0.865 6.648 2.090 -0.025 -0.007 0.059 0.0175
Cl 2.592 -0.964 8.066 0.384 0.054 0.387 0.0017
C 1.311 -1.368 7.016 -0.755 0.307 -1.216 0.0117
C 0.395 -2.369 7.331 0.125 0.274 -0.158 -0.0037
C -0.651 -2.627 6.455 -0.007 0.195 -0.363 0.0102
C -0.742 -1.903 5.266 0.605 -0.170 0.762 0.0004
N 0.175 -0.983 4.963 0.313 0.546 -0.273 0.0856
C 1.175 -0.655 5.804 -0.837 -1.487 0.657 -0.0069
H 0.506 -2.917 8.257 -0.026 -0.023 0.006 -0.0002
H -1.395 -3.385 6.658 0.074 0.017 0.137 0.0006
H -1.553 -2.071 4.562 0.227 0.122 -0.043 -0.0016
H 1.866 0.132 5.535 -0.072 0.013 -0.243 -0.0061
```
Positions in Å, forces in eV/Å.


Q: The lowest calculated total energy belongs to which entry?
A: C30H43Cl3NPPd


Q: spin multiplicity of number 1 (C30H42N4OP2Ti)?
A: 3


Q: energy relative to the best compared isomer or geometry (same formula, charge and spin) of number 1 (C30H42N4OP2Ti)?
A: 0.0 kcal/mol


Q: Which value of expectation value of S² does entry 2 give?
A: 6.0467